ORCA calculation (ωB97M-V/def2-TZVPD) on a structure of composition C10H24BGaNO7 at a distorted geometry.

Results
**Kohn-Sham gap**: 6.951 eV
**Charge**: -1
**Max |F|**: 1.060 eV/A

```
44
C10H24BGaNO7 ωB97M-V/def2-TZVPD
C -1.617 3.859 3.960
C -0.555 2.861 4.421
C 0.771 3.523 4.781
N -0.794 1.618 4.474
Ga 0.374 0.406 3.501
C -0.218 0.139 1.586
C 1.029 -0.155 0.730
C 0.851 -1.057 -0.469
O 1.508 -0.984 -1.481
O -0.131 -1.995 -0.399
O 0.400 -1.323 4.302
B 1.366 -1.534 5.229
O 1.059 -1.562 6.599
O 2.700 -1.778 4.919
H -2.582 3.348 3.933
H -1.365 4.143 2.931
H -1.661 4.769 4.565
H 0.623 4.401 5.414
H 1.437 2.801 5.251
H 1.266 3.867 3.862
H 1.884 0.981 3.497
H -0.736 1.027 1.218
H -0.917 -0.700 1.581
H 1.827 -0.581 1.355
H 1.429 0.778 0.326
H -0.231 -2.281 0.520
H 0.417 -0.859 6.752
H 2.775 -2.083 4.011
C 0.889 -2.056 -4.535
O -0.345 -2.667 -4.903
C -1.476 -1.955 -4.441
C -2.094 -1.093 -5.522
O -1.231 -0.058 -5.961
C -0.516 -0.375 -7.137
H 1.666 -2.488 -5.167
H 0.864 -0.976 -4.688
H 1.119 -2.257 -3.489
H -1.218 -1.348 -3.568
H -2.221 -2.694 -4.126
H -2.991 -0.613 -5.117
H -2.398 -1.718 -6.369
H -1.154 -0.263 -8.023
H -0.121 -1.393 -7.107
H 0.316 0.324 -7.213
```